DFT (ωB97M-V/def2-TZVPD) results for a cluster of 2 separate species, C2H3NO3 in total at a distorted geometry.

Each line ends with the Mulliken charge.
Cartesian coordinates (Å):
C1 3.9228 1.0067 0.6044  0.682
C2 0.3576 0.4976 0.5446  -0.433
N1 0.3798 0.3138 -0.7296  -0.254
O1 4.1350 1.6887 -0.2668  -0.305
O2 3.7741 0.4129 1.5868  -0.375
O3 -0.1640 -0.8308 -1.3381  -0.368
H1 0.7782 1.3437 0.9205  0.376
H2 0.0051 -0.2344 1.2266  0.310
H3 -0.0547 -0.7083 -2.3227  0.368

Forces on the atoms, in the same order (eV/Å):
C -0.099 -1.132 3.010
C -1.200 -3.623 -3.160
N 0.396 1.287 -0.364
O 0.437 1.839 -3.220
O -0.363 -0.714 0.186
O 0.159 0.306 0.551
H 1.138 2.428 0.612
H -0.566 -0.722 0.619
H 0.098 0.331 1.766

Output
Kohn-Sham gap: 10.838 eV
Structure (SMILES): O=C=O.C=NO